{"formula": "C4H7NO", "method": "ωB97M-V/def2-TZVPD", "total_charge": 0, "fmax_ha_per_bohr": 0.0109, "gap_ev": 10.76, "homo_energy_ev": -9.6778, "smiles": "O=CC[C@H]1CN1", "energy_ev": -7797.5076, "e_above_lowest_kj_mol": 206.2, "species": ["O", "C", "C", "C", "C", "N", "H", "H", "H", "H", "H", "H", "H"], "coordinates": [[1.168754, 1.918968, 0.552781], [1.691678, 0.938081, 0.078273], [1.009019, -0.403484, -0.079054], [-0.401567, -0.332307, 0.421240], [-1.453812, 0.185824, -0.465177], [-1.425038, -1.230680, -0.095101], [2.742118, 0.981368, -0.277761], [1.612035, -1.164051, 0.433245], [1.012765, -0.665944, -1.145621], [-0.502541, -0.032465, 1.462622], [-1.247436, 0.353031, -1.520814], [-2.103098, 0.912453, 0.008753], [-2.102872, -1.460796, 0.626611]], "atomic_forces_ev_per_a": [[0.2560, -0.4520, -0.2133], [-0.0777, 0.2004, 0.1090], [-0.0454, -0.0590, -0.0045], [0.1696, 0.2007, 0.1570], [-0.0287, 0.3326, -0.0530], [-0.0921, -0.1803, 0.0835], [-0.0690, 0.0073, 0.0221], [-0.0040, 0.0707, -0.0516], [0.0847, -0.0166, 0.1219], [0.0815, -0.0167, -0.1244], [0.0315, 0.1038, 0.2347], [-0.4142, -0.2887, -0.1631], [0.1078, 0.0978, -0.1182]], "lowdin_charge": [0.052, -0.253, -0.128, -0.361, -0.150, 0.023, 0.119, 0.122, 0.128, 0.144, 0.108, 0.106, 0.090]}



{"formula": "C53H71AsNO5P2RbSSi3", "method": "ωB97M-V/def2-TZVPD", "total_charge": -2, "fmax_ha_per_bohr": 0.0249, "gap_ev": 4.97, "homo_energy_ev": -1.4557, "energy_ev": -182388.3112, "e_above_lowest_kj_mol": 128.0, "species": ["Rb", "C", "O", "Si", "C", "C", "C", "Si", "C", "C", "C", "Si", "C", "C", "C", "H", "H", "H", "H", "H", "H", "H", "H", "H", "H", "H", "H", "H", "H", "H", "H", "H", "H", "H", "H", "H", "H", "H", "H", "H", "H", "H", "C", "C", "O", "C", "C", "C", "C", "C", "C", "O", "H", "H", "H", "H", "H", "H", "H", "C", "N", "P", "C", "C", "C", "C", "C", "C", "C", "C", "C", "C", "C", "C", "P", "C", "C", "C", "C", "C", "C", "C", "C", "C", "C", "C", "C", "H", "H", "H", "H", "H", "H", "H", "H", "H", "H", "H", "H", "H", "H", "H", "H", "H", "H", "H", "H", "H", "H", "H", "O", "C", "O", "C", "C", "C", "C", "C", "C", "H", "H", "H", "H", "H", "C", "As", "C", "C", "S", "H", "H", "H", "H", "H", "H", "H", "H", "H"], "coordinates": [[0.264112, 0.039478, -0.631554], [-1.859506, -2.135264, 2.272921], [-0.710168, -2.340780, 1.498495], [0.724284, -2.969603, 2.157027], [1.258165, -1.657370, 3.410221], [0.111283, -4.436504, 3.216684], [1.898103, -3.393760, 0.892362], [1.376142, -4.371670, -0.531118], [2.420632, -4.177850, -2.099675], [1.382277, -6.255561, -0.207848], [-0.381701, -4.021277, -1.149564], [3.632648, -3.293362, 1.365956], [4.029834, -4.215650, 2.994372], [4.315277, -1.551477, 1.620112], [4.856232, -4.078552, 0.146934], [-2.029363, -2.947280, 2.991376], [-2.733303, -2.089087, 1.615039], [-1.810349, -1.193082, 2.834950], [0.442574, -1.490688, 4.122714], [1.480418, -0.703907, 2.922192], [2.139538, -1.959199, 3.981749], [-0.358594, -4.141706, 4.160837], [0.966262, -5.078000, 3.446359], [-0.606342, -5.041901, 2.652166], [3.362007, -4.730136, -2.052217], [2.646144, -3.125941, -2.291558], [1.854300, -4.558529, -2.957530], [2.375535, -6.572818, 0.126297], [1.118657, -6.834266, -1.100279], [0.675358, -6.507352, 0.589206], [-0.396715, -3.078789, -1.705211], [-1.112170, -3.946527, -0.342305], [-0.683629, -4.819090, -1.838319], [3.463758, -3.810248, 3.837379], [5.094541, -4.157771, 3.246857], [3.754411, -5.270690, 2.896813], [3.700302, -0.961735, 2.303982], [4.328084, -1.011024, 0.669470], [5.339780, -1.572063, 2.009871], [4.637231, -5.134658, -0.036189], [5.862354, -4.008635, 0.574130], [4.857444, -3.562813, -0.814675], [1.885209, 2.499829, -2.889572], [1.854254, 2.543473, -1.369874], [0.762521, 2.577129, -0.809270], [3.124307, 2.467638, -0.646503], [4.315257, 2.790046, -1.322239], [5.554552, 2.721969, -0.731189], [5.627052, 2.252298, 0.595577], [4.504514, 1.892309, 1.283678], [3.172612, 1.997346, 0.726006], [2.162570, 1.719381, 1.423136], [0.878565, 2.296098, -3.249226], [2.554648, 1.712792, -3.233070], [2.213198, 3.459249, -3.300451], [4.247971, 3.123791, -2.351571], [6.449206, 2.995591, -1.276051], [6.597408, 2.150674, 1.074004], [4.567828, 1.488939, 2.287815], [-4.795151, 1.788324, -2.309971], [-3.689555, 1.517552, -1.397234], [-3.352243, -0.035470, -0.688620], [-4.173614, -1.200527, -1.828478], [-3.297390, -2.098735, -2.438038], [-3.776310, -3.064567, -3.317361], [-5.129035, -3.132969, -3.600501], [-6.011864, -2.232439, -3.010798], [-5.536897, -1.273559, -2.132375], [-4.401432, -0.063713, 0.837668], [-5.492029, -0.893667, 1.090991], [-6.112585, -0.893144, 2.335390], [-5.648759, -0.068810, 3.349711], [-4.543277, 0.740780, 3.123096], [-3.920129, 0.727009, 1.885912], [-2.813154, 2.790987, -0.667657], [-4.183060, 3.998714, -0.367022], [-5.231451, 3.580590, 0.456321], [-6.287684, 4.425015, 0.758470], [-6.317443, 5.717243, 0.248932], [-5.283078, 6.145919, -0.568047], [-4.228725, 5.293687, -0.875422], [-1.959671, 3.600078, -2.067000], [-1.957151, 3.084546, -3.358095], [-1.230929, 3.708786, -4.365504], [-0.488682, 4.845710, -4.087199], [-0.447367, 5.339597, -2.788813], [-1.165640, 4.711978, -1.785226], [-5.757605, 1.857752, -1.787637], [-4.866134, 1.014367, -3.073244], [-4.624742, 2.742727, -2.808799], [-2.233315, -2.030451, -2.245632], [-3.079385, -3.754899, -3.775454], [-5.502783, -3.884831, -4.285781], [-7.070454, -2.279382, -3.237462], [-6.230806, -0.576917, -1.678508], [-5.851529, -1.571763, 0.330158], [-6.954063, -1.552654, 2.512887], [-6.131124, -0.075620, 4.319888], [-4.138493, 1.365636, 3.909679], [-3.030438, 1.331570, 1.738978], [-5.227117, 2.578586, 0.865066], [-7.086104, 4.070337, 1.399269], [-7.140375, 6.380841, 0.485811], [-5.292800, 7.149038, -0.978177], [-3.441048, 5.648647, -1.527454], [-2.485640, 2.164474, -3.571892], [-1.226301, 3.284302, -5.361905], [0.088597, 5.322812, -4.869952], [0.174588, 6.194691, -2.552122], [-1.083558, 5.062960, -0.761752], [1.777556, -0.682680, -2.781734], [0.811913, -1.066939, -3.474000], [-0.411389, -0.952454, -3.200151], [1.148846, -1.769297, -4.788249], [2.447946, -1.751660, -5.280636], [2.758923, -2.398204, -6.468890], [1.773270, -3.082990, -7.168410], [0.474580, -3.112310, -6.675320], [0.165228, -2.452130, -5.494086], [3.202983, -1.239702, -4.697629], [3.775724, -2.380075, -6.844612], [2.018120, -3.598645, -8.090283], [-0.296847, -3.654307, -7.211164], [-0.839254, -2.450735, -5.089585], [1.424451, 3.569715, 5.021781], [0.501118, 4.187850, 3.442317], [1.944082, 4.698066, 2.278462], [-0.192948, 5.920124, 3.978347], [-1.048020, 2.928845, 2.894401], [2.189549, 4.284012, 5.327203], [1.880178, 2.611800, 4.775435], [0.689348, 3.428286, 5.811743], [2.438466, 5.538116, 2.769926], [1.561634, 4.987509, 1.301114], [2.611778, 3.853163, 2.152084], [0.555561, 6.480611, 4.540189], [-1.084493, 5.755869, 4.579198], [-0.465084, 6.470410, 3.078728]], "atomic_forces_ev_per_a": [[-0.1447, -0.8744, 0.9220], [-0.0147, 0.0080, 0.0332], [0.0254, 0.0906, -0.1319], [-0.0924, -0.0015, 0.0659], [-0.0044, -0.0251, 0.0095], [0.0253, -0.0127, 0.0108], [-0.0820, 0.1080, -0.1139], [0.0063, -0.0435, -0.0156], [0.0305, -0.0329, -0.0270], [0.0132, -0.0079, 0.0270], [0.0093, 0.0011, 0.0301], [0.0372, -0.0007, 0.0408], [-0.0066, -0.0149, 0.0011], [-0.0304, 0.0326, 0.0063], [0.0014, -0.0386, 0.0022], [0.0119, 0.0065, -0.0095], [0.0423, 0.0049, 0.0207], [-0.0003, -0.0071, -0.0282], [0.0119, 0.0141, 0.0091], [-0.0021, -0.0005, -0.0138], [0.0036, 0.0119, 0.0096], [-0.0146, -0.0043, -0.0026], [-0.0023, 0.0139, 0.0260], [0.0157, -0.0070, -0.0165], [-0.0315, 0.0073, -0.0072], [-0.0098, 0.0153, 0.0050], [0.0015, 0.0023, -0.0032], [-0.0026, -0.0115, -0.0056], [-0.0041, -0.0019, -0.0052], [-0.0024, -0.0013, -0.0023], [0.0192, 0.0057, 0.0093], [-0.0009, -0.0295, -0.0103], [-0.0172, 0.0175, -0.0143], [-0.0067, 0.0001, 0.0088], [0.0062, 0.0007, -0.0037], [0.0190, -0.0037, -0.0052], [0.0251, -0.0198, -0.0167], [0.0003, -0.0030, -0.0005], [0.0022, 0.0024, -0.0068], [0.0101, 0.0079, -0.0011], [0.0055, -0.0095, -0.0067], [0.0094, 0.0154, 0.0141], [0.0396, 0.0617, -0.0283], [0.2090, 0.1355, 0.0197], [0.1190, 0.6332, -0.1641], [-0.0032, -0.0692, -0.0467], [0.0076, -0.0229, 0.0038], [-0.0292, 0.0051, 0.0019], [0.0252, -0.0198, 0.0123], [-0.0289, 0.0614, -0.0030], [-0.0205, 0.1847, 0.0323], [0.0746, -0.1841, -0.0063], [0.0036, 0.0164, 0.0356], [-0.0058, 0.0049, -0.0250], [0.0062, -0.0050, 0.0146], [0.0096, -0.0083, -0.0070], [0.0004, -0.0075, -0.0058], [-0.0040, 0.0064, -0.0007], [0.0016, 0.0260, 0.0092], [-0.0818, 0.0452, 0.1270], [-0.0782, -0.0652, -0.1141], [0.0295, 0.2870, 0.1272], [0.1025, -0.0603, -0.0521], [-0.0424, 0.0016, 0.0044], [0.0000, 0.0253, 0.0036], [-0.0100, -0.0181, -0.0258], [0.0049, 0.0097, 0.0143], [0.0015, -0.0217, 0.0434], [-0.1145, -0.1612, -0.0779], [0.0021, 0.0276, 0.0287], [0.0030, 0.0099, 0.0023], [-0.0084, 0.0020, 0.0069], [0.0118, -0.0078, -0.0143], [0.0377, 0.0029, 0.0272], [0.1420, 0.0086, -0.0647], [0.0019, -0.0329, -0.0443], [-0.0336, 0.0202, 0.0219], [0.0114, 0.0215, -0.0092], [0.0010, -0.0137, 0.0056], [0.0024, -0.0072, 0.0130], [-0.0088, 0.0692, -0.0160], [0.0046, -0.0575, -0.0672], [0.0115, 0.0221, 0.0049], [-0.0089, 0.0163, 0.0101], [-0.0307, 0.0037, -0.0174], [0.0035, 0.0103, 0.0117], [0.0167, 0.0067, -0.0302], [-0.0013, -0.0353, -0.0061], [0.0206, 0.0054, -0.0129], [-0.0073, 0.0122, 0.0082], [0.0063, 0.0124, -0.0251], [0.0021, -0.0041, 0.0085], [-0.0044, 0.0014, 0.0035], [-0.0011, -0.0040, -0.0010], [-0.0082, 0.0099, -0.0021], [0.0024, -0.0075, -0.0366], [-0.0035, 0.0051, 0.0016], [0.0047, -0.0013, 0.0004], [-0.0082, -0.0003, 0.0040], [-0.0137, -0.0108, -0.0030], [0.0139, -0.0178, -0.0123], [-0.0061, 0.0073, -0.0018], [0.0011, 0.0029, 0.0016], [-0.0078, 0.0016, 0.0022], [-0.0213, -0.0188, 0.0093], [-0.0227, -0.0019, 0.0005], [0.0068, 0.0013, -0.0023], [0.0050, 0.0025, 0.0047], [-0.0015, 0.0027, -0.0004], [-0.0152, -0.0012, -0.0020], [0.0651, 0.0311, -0.2926], [-0.0141, -0.0683, -0.0356], [-0.0261, 0.0166, -0.0918], [-0.0267, -0.0278, -0.0066], [0.0082, -0.0447, 0.0314], [0.0098, 0.0097, 0.0022], [-0.0060, -0.0013, -0.0016], [-0.0077, -0.0013, -0.0021], [0.0054, 0.0334, -0.0065], [-0.0067, 0.0085, -0.0038], [-0.0020, -0.0034, -0.0002], [-0.0019, 0.0005, 0.0013], [0.0053, 0.0032, -0.0078], [-0.0011, 0.0001, 0.0001], [0.0275, -0.0633, -0.0146], [-0.0554, -0.0902, 0.1238], [-0.1037, 0.0170, -0.1012], [0.0116, 0.0259, 0.0238], [-0.0946, 0.0675, -0.0930], [-0.0015, -0.0010, 0.0024], [0.0036, -0.0041, -0.0194], [0.0140, 0.0030, 0.0136], [0.0572, 0.0101, -0.0816], [-0.0310, -0.0253, 0.0146], [0.0137, -0.0570, 0.0226], [-0.0030, 0.0088, -0.0023], [0.0066, 0.0164, 0.0215], [-0.0254, -0.0037, -0.0006]], "lowdin_charge": [0.757, -0.168, -0.326, 0.273, -0.153, -0.173, -0.426, 0.357, -0.181, -0.198, -0.174, 0.345, -0.202, -0.182, -0.199, 0.070, 0.065, 0.083, 0.023, 0.024, 0.014, 0.011, 0.013, 0.022, 0.006, 0.021, 0.026, 0.008, 0.009, 0.009, 0.006, 0.019, 0.027, 0.002, 0.010, 0.015, 0.008, 0.034, 0.025, 0.015, 0.017, 0.017, -0.018, -0.450, -0.144, -0.103, -0.072, -0.138, -0.123, -0.054, -0.440, -0.111, 0.072, 0.078, 0.080, 0.095, 0.074, 0.088, 0.099, -0.162, -0.535, 1.035, -0.350, -0.076, -0.064, -0.096, -0.098, -0.135, -0.360, -0.093, -0.096, -0.098, -0.081, -0.166, 1.023, -0.326, -0.097, -0.090, -0.112, -0.099, -0.085, -0.367, -0.081, -0.091, -0.109, -0.090, -0.132, 0.077, 0.070, 0.073, 0.061, 0.106, 0.094, 0.094, 0.097, 0.085, 0.094, 0.093, 0.102, 0.019, 0.083, 0.098, 0.090, 0.094, 0.088, 0.100, 0.103, 0.096, 0.100, 0.112, -0.138, -0.697, -0.149, -0.126, -0.028, -0.100, -0.123, -0.104, -0.029, 0.114, 0.090, 0.085, 0.088, 0.103, -0.266, 0.601, -0.230, -0.289, 0.074, 0.028, 0.037, 0.026, 0.033, 0.043, 0.011, 0.023, 0.019, 0.026]}



{"formula": "C2H5NO", "method": "ωB97M-V/def2-TZVPD", "total_charge": 0, "fmax_ha_per_bohr": 0.0517, "gap_ev": 10.52, "homo_energy_ev": -9.4721, "smiles": "C=N.C=O", "energy_ev": -5690.2563, "e_above_lowest_kj_mol": 286.9, "species": ["C", "N", "H", "H", "H", "C", "O", "H", "H"], "coordinates": [[0.857378, 1.489455, -0.159956], [1.539768, 0.472983, -0.457639], [1.285895, 2.502178, -0.203395], [-0.205164, 1.440041, 0.076364], [2.226004, 0.544928, -1.199817], [-1.019582, -1.304248, -0.101768], [-1.462713, -0.729826, 0.861670], [0.024525, -1.629190, -0.126721], [-1.653063, -1.365354, -1.004895]], "atomic_forces_ev_per_a": [[0.8988, 0.8983, -0.5214], [-2.0129, -1.2970, -1.1559], [-0.3064, 0.0654, -0.4905], [0.2292, -0.3774, 1.0662], [1.1926, 0.7493, 1.0942], [-0.2954, 0.9391, 0.2301], [0.0600, -0.2353, 0.0380], [0.0180, -0.3577, -0.1261], [0.2162, -0.3847, -0.1346]], "lowdin_charge": [-0.124, 0.018, 0.063, 0.051, 0.048, -0.163, -0.034, 0.060, 0.080]}